Entry from the Open Molecules 2025 dataset: 2 unconnected molecules or ions with the total composition C18H16N2O4 at a distorted geometry (wB97M-V/def2-TZVPD).

Calculated values
DFT total energy   -30087.296 eV
Energy relative to the best compared isomer or geometry (same formula, charge and spin)   9.7442 eV
2S+1   1
Lowest unoccupied orbital energy   -2.85 eV
Kohn-Sham gap   4.19 eV

Geometry (Å):
C1 0.0234 -0.4128 1.9671
C2 1.4915 0.1382 2.0824
C3 2.2791 -0.7967 1.2075
C4 1.4543 -1.7164 0.5828
C5 0.1145 -1.5634 1.0139
C6 -0.9368 -2.5158 0.8331
C7 -0.7193 -3.7025 0.0752
C8 -1.7282 -4.6486 -0.0590
C9 -2.9758 -4.4463 0.5556
C10 -3.1958 -3.3037 1.3413
C11 -2.1925 -2.3560 1.4909
H1 -0.3157 -0.7325 2.9652
H2 -0.6729 0.3603 1.6136
H3 1.5447 1.1773 1.7263
H4 1.8002 0.1211 3.1371
H5 3.3638 -0.7557 1.1269
H6 1.7680 -2.4839 -0.1251
H7 0.2527 -3.8586 -0.4057
H8 -1.5379 -5.5531 -0.6413
H9 -3.7778 -5.1693 0.4106
H10 -4.1495 -3.1510 1.8493
H11 -2.3489 -1.4688 2.1137
C12 -0.8598 0.7159 -0.9662
N1 -0.9455 -0.2583 -1.9220
O1 -1.8215 -1.1845 -1.8421
O2 -0.1523 -0.2497 -2.9160
C13 -0.1042 1.9112 -1.1711
C14 0.9417 1.9573 -2.1342
C15 1.8052 3.0325 -2.2139
C16 1.6196 4.1406 -1.3599
N2 2.5453 5.2210 -1.3744
O3 2.4110 6.1356 -0.5292
O4 3.4614 5.2237 -2.2280
C17 0.5260 4.1773 -0.4595
C18 -0.3183 3.0851 -0.3666
H12 -1.5539 0.6226 -0.1299
H13 1.0540 1.1113 -2.7994
H14 2.6340 3.0374 -2.9173
H15 0.3850 5.0701 0.1458
H16 -1.1689 3.0893 0.3228